*P*
Computed, not measured: a 4-piece molecular cluster, C2H12NO3 overall, with ωB97M-V/def2-TZVPD.

The geometry in ORCA input format:
```
! wB97M-V def2-TZVPD RIJCOSX def2/J DEFGRID3
* xyz 1 1
C -0.99929 1.34097 -1.21127
C -0.72324 0.38605 -2.05776
N -0.80531 1.21771 0.26779
H -1.47092 2.31531 -1.34738
H -0.91783 0.43855 -3.12128
H -0.19723 -0.51446 -1.74606
H -0.80127 0.22461 0.60767
H 0.13593 1.56822 0.43234
H -1.54285 1.72676 0.83318
H 2.27243 0.69329 0.89460
H 1.45035 -0.39106 0.20845
O 1.38780 0.31310 0.90413
H 2.48895 -2.16846 0.50579
H 3.56540 -1.38975 -0.31869
O 2.63158 -1.60977 -0.26401
H -2.58253 -0.86233 2.15985
H -2.05838 -2.11545 1.61826
O -1.83360 -1.17329 1.63440
*
```

Results
E_HOMO, eV: -14.90
E_LUMO, eV: -3.007
Frontier orbital gap, eV: 11.9

***

*Q*
Computed, not measured: a 4-piece molecular cluster, C2H12NO3 overall, with ωB97M-V/def2-TZVPD.

The geometry in ORCA input format:
```
! wB97M-V def2-TZVPD RIJCOSX def2/J DEFGRID3
* xyz 1 1
C -2.09079 0.10118 1.21038
C -0.45367 1.52417 0.14486
N -1.12735 0.45266 0.16462
H -1.81068 -0.86454 1.61366
H -3.07483 0.09001 0.74992
H -2.07923 0.87031 1.97415
H -0.48126 2.19025 0.99258
H 0.19518 1.69634 -0.69911
H -0.78442 -0.27398 -0.48937
H 0.30137 -2.18182 1.49760
H 1.70799 -1.81450 1.06433
O 0.81579 -1.45273 1.11748
H -0.24371 -1.22522 -2.75238
H 0.94062 -0.40646 -2.27795
O 0.00074 -0.55920 -2.09897
H 2.36693 0.45413 -0.07772
H 3.34115 0.91472 -1.09616
O 2.47618 0.48467 -1.03791
*
```

Results
E_HOMO, eV: -15.50
E_LUMO, eV: -4.242
Frontier orbital gap, eV: 11.3

***

*R*
Computed, not measured: a 4-piece molecular cluster, C2H12NO3 overall, with ωB97M-V/def2-TZVPD.

The geometry in ORCA input format:
```
! wB97M-V def2-TZVPD RIJCOSX def2/J DEFGRID3
* xyz 1 1
C 1.70717 -0.26946 -2.10990
C -0.67253 -0.57035 -2.06858
N 0.41181 -0.42987 -1.43299
H 2.29116 0.50309 -1.62067
H 1.54521 0.10519 -3.11048
H 2.19288 -1.24057 -2.16290
H -0.70544 -0.49353 -3.14134
H -1.54570 -0.78486 -1.46158
H 0.39628 -0.41931 -0.37503
H 1.58587 -1.99115 3.60893
H 0.50208 -1.29720 4.41070
O 1.00479 -1.21965 3.58550
H -3.03909 2.96401 0.24187
H -2.46270 2.65576 -1.15948
O -2.50627 2.33351 -0.25225
H 0.20372 0.76765 1.48036
H 0.50098 -0.68632 1.91427
O 0.14134 -0.14645 1.18292
*
```

Results
E_HOMO, eV: -14.59
E_LUMO, eV: -4.164
Frontier orbital gap, eV: 10.4

***

*S*
Computed, not measured: a 4-piece molecular cluster, C2H12NO3 overall, with ωB97M-V/def2-TZVPD.

The geometry in ORCA input format:
```
! wB97M-V def2-TZVPD RIJCOSX def2/J DEFGRID3
* xyz 1 1
C 0.00172 1.80928 0.19382
C 0.81003 1.75532 1.26075
N -0.36613 0.39509 -0.13540
H -0.43702 2.55539 -0.51480
H 1.23298 2.64124 1.63990
H 1.04241 0.81996 1.92669
H -0.79867 -0.04266 0.60312
H -0.93523 0.22321 -0.97033
H 0.51451 -0.10498 -0.42596
H -2.20051 -1.28808 -2.36318
H -2.96029 -1.25300 -1.15256
O -2.28977 -0.78167 -1.43766
H -0.51461 -3.06818 1.02284
H -0.38393 -2.06348 2.15985
O -0.54517 -2.08042 1.24106
H 2.81155 -0.28288 -0.38021
H 2.72303 0.43872 -1.74180
O 2.29512 0.32713 -0.92613
*
```

Results
E_HOMO, eV: -14.30
E_LUMO, eV: -2.912
Frontier orbital gap, eV: 11.4

***

It is *R* that is most stable; the runner-up trails by 2.9 kcal/mol.

***

*P*
Computed, not measured: a 2-piece molecular cluster, C2H4BrClN3 overall, with ωB97M-V/def2-TZVPD.

The geometry in ORCA input format:
```
! wB97M-V def2-TZVPD RIJCOSX def2/J DEFGRID3
* xyz 1 1
C -1.63302 -0.89288 -1.35382
C 1.16943 -0.35787 1.44824
N -1.38117 0.24174 -1.03114
N 1.64005 0.09651 0.35197
N -0.98637 1.36500 -1.18320
Cl -1.92233 2.63172 -1.72293
Br -2.32614 -2.33425 -0.49936
H 0.06103 -0.71414 1.71266
H 1.79210 -0.62347 2.29209
H 2.64738 0.07058 0.32049
H 0.93904 0.51707 -0.33499
*
```

Results
E_HOMO, eV: -12.36
E_LUMO, eV: -5.757
Frontier orbital gap, eV: 6.6

***

*Q*
Computed, not measured: an isolated ion of composition C2H4BrClN3 and charge +1, with ωB97M-V/def2-TZVPD.

The geometry in ORCA input format:
```
! wB97M-V def2-TZVPD RIJCOSX def2/J DEFGRID3
* xyz 1 1
Cl 0.30097 -2.47665 0.56495
N 0.42771 -0.87617 -0.58371
C -0.89375 -0.16656 -0.34373
N -0.47818 0.94914 0.47297
C 0.86016 0.98041 0.42896
Br 1.84428 2.20568 1.31583
N 1.42154 -0.04941 -0.15175
H 0.51442 -1.50023 -1.36159
H -1.78536 -0.68676 0.17562
H -1.18601 -0.04079 -1.41756
H -1.02579 1.66133 0.89999
*
```

Results
E_HOMO, eV: -14.85
SMILES string: Cl[N@H+]1CNC(Br)=N1
E_LUMO, eV: -6.275
Frontier orbital gap, eV: 8.6

***

It is *Q* that is most stable; the runner-up trails by 57.4 kcal/mol.

***

*P*
Computed, not measured: a 2-piece molecular cluster, C4H10O2S2 overall, with ωB97M-V/def2-TZVPD.

The geometry in ORCA input format:
```
! wB97M-V def2-TZVPD RIJCOSX def2/J DEFGRID3
* xyz 0 1
C 0.64217 -1.07230 2.31297
C -0.44787 -0.76290 1.62290
C -1.23425 -1.72258 0.79110
O -0.88857 0.53081 1.68710
S -2.12300 1.03961 0.68105
H 1.01526 -2.07656 2.33370
H 1.17531 -0.32659 2.87576
H -0.85863 -2.73515 0.91599
H -2.28712 -1.69264 1.07723
H -1.16187 -1.43534 -0.25931
H -2.22423 2.20434 1.32594
C 2.03778 0.81734 -2.30158
S 0.58665 0.87916 -1.21882
O -0.23684 2.14371 -1.90804
H 2.49138 1.80342 -2.33334
H 1.75330 0.48919 -3.29792
H 2.71982 0.10384 -1.85156
H -0.95929 1.81262 -2.45317
*
```

Results
E_HOMO, eV: -8.14
SMILES string: C=C(C)OS.CSO
E_LUMO, eV: 0.446
Frontier orbital gap, eV: 8.6

***

*Q*
Computed, not measured: C4H10O2S2 as an isolated structure, with ωB97M-V/def2-TZVPD.

The geometry in ORCA input format:
```
! wB97M-V def2-TZVPD RIJCOSX def2/J DEFGRID3
* xyz 0 1
C -1.28588 -1.61770 -0.45657
C -0.57054 0.04467 1.48843
C 2.58981 0.38515 0.21374
C -0.36176 -0.51361 0.00940
O 1.63123 -2.12125 0.06387
O -0.99027 0.88594 -0.99644
S -0.13612 1.57049 -2.12225
S 1.37844 -0.86189 -0.62422
H -0.95446 -1.93119 -1.48681
H -1.21704 -2.65143 0.07091
H -2.36476 -1.14764 -0.44475
H -0.20222 1.05192 1.43160
H -0.06095 -0.57947 2.20468
H -1.61762 0.08511 1.69872
H 2.68945 1.30529 -0.34380
H 3.59605 -0.05211 0.20178
H 2.24055 0.55032 1.22123
H -0.58364 0.87670 -3.31368
*
```

Results
E_HOMO, eV: -8.26
E_LUMO, eV: 0.467
Frontier orbital gap, eV: 8.7

***

It is *P* that is most stable; the runner-up trails by 29.6 kcal/mol.

***

*P*
Computed, not measured: C5H14NO2 as an isolated structure, with ωB97M-V/def2-TZVPD.

The geometry in ORCA input format:
```
! wB97M-V def2-TZVPD RIJCOSX def2/J DEFGRID3
* xyz -1 1
C -1.27479 -1.59084 2.98777
C -0.05237 -1.27542 2.17905
N -0.77213 -0.51087 1.10486
C 1.32515 1.14454 0.36216
C -0.00981 0.69354 -0.26162
C 0.07996 0.63760 -1.80065
O 0.94774 1.57109 -2.48429
H -1.99465 -2.22907 2.45101
H -1.84790 -0.69650 3.29687
H -1.00249 -2.12984 3.91275
H 0.30126 -2.23318 1.79834
H 0.67128 -0.69456 2.72469
H -0.81016 1.41027 -0.08920
H 1.95159 0.29211 0.62170
H 1.81736 1.78413 -0.36470
H 1.19381 1.71458 1.28822
H -0.27578 -0.49200 0.03952
H 0.34412 -0.32253 -2.28499
H -0.95817 0.81114 -2.09567
H 0.75718 1.27391 -3.43092
H -0.54217 0.16358 -5.18545
O 0.15096 0.67832 -4.76944
*
```

Results
E_HOMO, eV: -3.41
E_LUMO, eV: 3.277
Frontier orbital gap, eV: 6.7

***

*Q*
Computed, not measured: a 2-piece molecular cluster, C5H14NO2 overall, with ωB97M-V/def2-TZVPD.

The geometry in ORCA input format:
```
! wB97M-V def2-TZVPD RIJCOSX def2/J DEFGRID3
* xyz -1 1
C -0.61504 -1.89368 -0.66594
N 0.33686 -1.08093 -1.42800
C 0.44502 0.29841 -0.94729
C 1.48986 0.46401 0.19848
C 1.14265 1.79564 0.92519
O 0.12553 1.55531 1.83785
C -0.50091 -3.35225 -1.10281
H -0.49333 -1.77881 0.41787
H -1.59965 -1.49722 -0.91874
H 1.21697 -1.57446 -1.47737
H 0.76514 0.92034 -1.78713
H -0.54325 0.59172 -0.59991
H 1.21151 -0.30961 0.91165
H 2.44357 0.53690 -0.33453
H 1.98173 2.18031 1.54312
H 0.92653 2.52070 0.10917
H -1.16519 -3.89496 -0.42060
H -0.91894 -3.46562 -2.09906
H 0.50027 -3.75612 -0.97514
H -2.48748 2.58614 1.75245
H -1.10666 1.95088 1.21965
O -2.13631 2.15626 0.96153
*
```

Results
E_HOMO, eV: -3.36
E_LUMO, eV: 3.691
Frontier orbital gap, eV: 7.0

***

*R*
Computed, not measured: a 2-piece molecular cluster, C5H14NO2 overall, with ωB97M-V/def2-TZVPD.

The geometry in ORCA input format:
```
! wB97M-V def2-TZVPD RIJCOSX def2/J DEFGRID3
* xyz -1 1
C -1.99359 0.51224 -1.15305
C -0.56232 0.27182 -0.56588
C -0.46296 -1.17467 -0.02796
C -1.23380 -1.36128 1.29840
N 0.48655 0.60647 -1.50370
C 1.81569 0.95288 -0.78183
O 2.45624 -0.04333 -0.21456
H -2.61738 -0.38128 -1.20631
H -2.51068 1.25050 -0.53922
H -1.86947 0.84697 -2.18420
H -0.48576 0.99401 0.25073
H -0.94440 -1.75090 -0.82601
H 0.56654 -1.48274 0.09789
H -0.73839 -2.10206 1.92957
H -2.24904 -1.76368 1.21713
H -1.35496 -0.36725 1.73353
H 0.69954 -0.18019 -2.09699
H 2.37653 1.49601 -1.57724
H 1.42315 1.80602 -0.14994
H 2.70609 0.58743 1.35938
H 1.91719 0.36110 2.64140
O 2.57523 0.92193 2.29888
*
```

Results
E_HOMO, eV: -3.37
E_LUMO, eV: 3.816
Frontier orbital gap, eV: 7.2

***

It is *R* that is most stable; the runner-up trails by 8.0 kcal/mol.